A single ClH2O2PS2 molecule. Source: the Open Molecules 2025 dataset; level of theory: ωB97M-V/def2-TZVPD.

## Properties
Frontier orbital gap in eV: 8.678
ΔE to the lowest compared entry with this formula, charge and spin in kcal per mole: 76.18

XYZ file:
```
8
Properties=species:S:1:pos:R:3:forces:R:3
O -0.716 -0.023 0.934 0.572 -0.929 1.104
O -2.614 1.315 0.637 -0.598 0.201 -0.532
P 0.918 -0.162 -0.266 0.736 2.385 1.496
S -0.287 0.530 -1.703 0.059 0.270 0.103
S -1.951 0.143 0.147 -0.607 0.638 -0.098
Cl 0.981 -2.043 0.031 -0.007 -3.081 0.129
H 1.504 0.242 0.999 -1.058 0.487 -0.776
H 2.165 -0.002 -0.778 0.902 0.030 -1.426
```
Positions in Å, forces in eV/Å.

2 unconnected molecules or ions with the total composition C17H41IN6O2P2S. Source: the Open Molecules 2025 dataset; level of theory: ωB97M-V/def2-TZVPD.

## Properties
Frontier orbital gap in eV: 6.171
SMILES string: CNC[PH2](CCCCSc1nnco1)C[C@H](C)I.CN(C)P(=O)(N(C)C)N(C)C
ΔE to the lowest compared entry with this formula, charge and spin in kcal per mole: 114.24

XYZ file:
```
70
Properties=species:S:1:pos:R:3:forces:R:3
C -5.212 2.210 3.115 -1.221 1.616 -0.069
N -4.119 2.630 4.039 0.502 -1.117 -0.809
C -2.755 2.314 3.528 -0.135 -0.568 0.752
P -2.085 3.598 2.250 -0.435 -1.767 -0.229
C -0.599 2.448 1.963 0.885 -0.284 0.409
C 0.844 3.141 2.059 0.117 -1.105 0.245
C 1.961 1.984 2.059 0.525 0.839 0.506
C 2.599 1.672 0.628 0.371 0.734 0.945
S 1.456 0.846 -0.577 -1.007 0.741 -0.693
C 0.525 2.178 -1.452 1.390 3.407 -0.843
N 1.131 3.402 -1.877 -3.638 -4.150 1.122
N 0.117 4.142 -2.442 -4.076 -3.025 0.470
C -1.083 3.387 -2.382 3.873 1.309 0.289
O -0.862 2.129 -1.767 2.462 2.358 -0.252
C -1.570 4.849 0.899 -0.263 1.731 -1.046
C -1.176 6.315 1.424 1.699 -0.593 -0.995
C -0.134 6.354 2.640 0.126 0.427 -0.148
I -2.963 7.567 1.804 0.732 -0.657 -0.003
H -6.144 1.905 3.724 1.486 0.150 -1.005
H -5.534 3.141 2.514 0.196 -1.536 0.501
H -4.919 1.410 2.363 -0.215 0.923 1.273
H -4.215 3.600 4.359 0.059 -0.541 -0.436
H -2.794 1.312 2.964 -0.034 1.261 1.014
H -2.046 2.193 4.436 -0.872 0.153 -1.327
H -3.280 3.315 1.465 0.469 0.182 0.374
H -2.223 4.600 3.269 0.088 0.131 -0.342
H -0.778 1.893 0.984 0.341 0.840 1.125
H -0.623 1.645 2.791 0.046 1.257 -1.327
H 1.089 3.866 1.217 -0.506 -0.833 1.113
H 0.909 3.681 3.073 -0.088 -0.699 -1.619
H 2.828 2.374 2.719 -1.127 -0.657 -1.102
H 1.565 1.058 2.611 0.568 1.179 -1.136
H 3.007 2.618 0.132 -0.576 -1.313 0.779
H 3.477 0.945 0.803 -1.478 0.927 -0.679
H -2.115 3.723 -2.748 1.871 -0.915 0.704
H -2.496 4.991 0.222 1.417 -0.248 0.977
H -0.739 4.483 0.196 -1.005 0.477 1.136
H -0.654 6.842 0.541 -1.075 -0.562 1.476
H -0.313 5.582 3.455 -0.027 1.098 -1.061
H -0.169 7.401 3.100 0.217 -1.553 -0.562
H 0.930 6.157 2.241 -1.671 0.365 0.469
O 0.864 -4.061 0.008 -2.484 -3.317 0.910
P 0.938 -4.888 -1.290 4.968 5.819 -1.809
N 2.628 -5.155 -1.156 1.157 -0.363 0.832
C 3.601 -5.219 -2.227 -0.294 -0.248 -0.616
C 2.975 -6.167 -0.157 -0.413 0.222 0.476
N 0.593 -3.502 -2.270 -0.452 0.943 -1.187
C 1.597 -2.458 -2.438 0.355 -0.130 0.146
C -0.683 -2.867 -1.921 -0.014 -0.323 0.107
N 0.928 -5.896 -2.769 -2.444 -2.198 0.762
C 0.816 -5.387 -4.131 -0.250 0.739 -0.125
C -0.032 -7.001 -2.605 0.237 -0.480 0.055
H 3.569 -6.172 -2.772 0.025 -0.042 -0.067
H 4.612 -5.105 -1.825 -0.172 -0.032 0.244
H 3.490 -4.414 -2.951 -0.211 -0.036 0.027
H 2.792 -7.180 -0.540 0.189 -0.129 -0.016
H 2.380 -6.043 0.753 -0.024 0.091 -0.162
H 4.023 -6.091 0.148 -0.029 0.054 -0.204
H 2.066 -2.178 -1.490 0.081 0.077 0.007
H 1.165 -1.552 -2.876 -0.247 -0.209 0.135
H 2.370 -2.761 -3.142 0.139 -0.104 0.062
H -0.591 -2.230 -1.032 -0.085 -0.114 0.008
H -1.448 -3.622 -1.718 -0.003 0.029 0.052
H -1.048 -2.252 -2.750 0.146 -0.061 -0.082
H -0.150 -4.911 -4.325 0.083 0.034 -0.097
H 0.932 -6.207 -4.848 -0.013 -0.323 0.379
H 1.614 -4.683 -4.368 -0.160 0.088 0.247
H -1.066 -6.639 -2.638 -0.056 -0.179 -0.115
H 0.121 -7.494 -1.638 -0.019 0.077 0.039
H 0.102 -7.766 -3.375 0.001 0.130 -0.008
```
Positions in Å, forces in eV/Å.

A gas-phase ion, C5H8N (charge +1). Source: the Open Molecules 2025 dataset; level of theory: ωB97M-V/def2-TZVPD.

## Properties
Frontier orbital gap in eV: 8.983
Charge: +1
SMILES string: C=C1C(C)=[N+]1C
ΔE to the lowest compared entry with this formula, charge and spin in kcal per mole: 97.30

XYZ file:
```
14
Properties=species:S:1:pos:R:3:forces:R:3
C -1.027 0.276 -0.159 0.705 0.217 1.038
C -2.326 0.346 -0.236 0.575 -2.938 -1.126
C 0.334 0.690 0.139 -2.064 -3.042 -0.270
C 1.378 1.653 0.251 -0.055 1.447 -2.735
C 0.464 -1.950 -0.007 -1.428 -2.322 1.749
N 0.051 -0.618 0.098 0.502 4.788 -0.526
H -2.922 -0.527 -0.559 0.419 0.520 0.644
H -2.781 1.242 -0.128 -1.411 2.720 0.029
H 2.119 1.493 -0.552 -0.596 -0.130 -0.671
H 2.071 1.430 0.954 1.687 -0.642 3.243
H 1.145 2.731 0.197 -0.449 -0.779 0.322
H 0.938 -2.083 -0.975 0.207 -0.419 0.061
H -0.573 -2.540 0.071 2.679 0.786 -0.202
H 1.127 -2.144 0.905 -0.772 -0.208 -1.555
```
Positions in Å, forces in eV/Å.

2 unconnected molecules or ions with the total composition C5H7NO. Source: the Open Molecules 2025 dataset; level of theory: ωB97M-V/def2-TZVPD.

## Properties
Frontier orbital gap (alpha / beta) in eV: 7.667 / 7.059
SMILES string: O=C1C=C=CN1.C
ΔE to the lowest compared entry with this formula, charge and spin in kcal per mole: 86.30

XYZ file:
```
14
Properties=species:S:1:pos:R:3:forces:R:3
C -2.254 0.591 -1.075 0.012 0.000 -0.021
C 0.100 -0.108 1.505 0.167 -0.126 -0.235
C 0.901 0.852 0.844 0.097 0.115 -0.011
N 2.018 0.303 0.356 -0.142 -0.007 -0.089
C 1.730 -1.133 0.208 0.252 -0.170 0.014
O 2.516 -1.910 -0.252 -0.335 0.331 0.165
C 0.452 -1.301 0.974 0.027 -0.138 0.167
H -2.327 1.124 -2.025 -0.008 -0.024 0.104
H -2.835 1.107 -0.309 0.037 -0.073 -0.112
H -2.627 -0.427 -1.201 0.017 0.121 0.043
H 0.644 1.887 0.628 0.062 -0.169 0.079
H 2.728 0.772 -0.190 -0.089 -0.034 0.047
H 0.166 -2.299 1.291 0.019 0.167 -0.063
H -1.213 0.541 -0.755 -0.115 0.008 -0.089
```
Positions in Å, forces in eV/Å.